No. 1
ORCA calculation (ωB97M-V/def2-TZVPD) on one molecule with the formula C4H4N2O.

Properties
E_HOMO   -10.38 eV
HOMO-LUMO gap   9.793 eV
DFT total energy   -9235.1413 eV
SMILES string   C[C@H](C#N)C#[N+][O-]

Geometry as ORCA input:
```
! wB97M-V def2-TZVPD RIJCOSX def2/J DEFGRID3
* xyz 0 1
C 0.25341 2.37379 -0.15154
C 2.09290 0.02622 -0.74260
C 0.76755 0.83626 -0.59087
C 0.04346 0.03396 0.46554
N 0.06632 2.94830 0.85691
N 2.98561 -0.64019 -0.47230
O -0.28254 3.78138 1.61901
H 0.25996 0.81150 -1.53568
H 0.40873 0.42181 1.47334
H 0.16027 -0.99911 0.37881
H -0.94520 0.35831 0.63163
*
```

=====

No. 2
ORCA calculation (ωB97M-V/def2-TZVPD) on C23H24N6OSeTi as an isolated structure.

Properties
E_HOMO   -14.84 eV
HOMO-LUMO gap   7.220 eV
DFT total energy   -123677.9679 eV

Geometry as ORCA input:
```
! wB97M-V def2-TZVPD RIJCOSX def2/J DEFGRID3
* xyz 2 1
Ti 0.55835 0.55023 -0.46413
C -0.39378 -1.82130 3.12773
C -0.26379 -2.10471 1.65656
C 0.92620 -1.83237 0.97557
C 1.06848 -2.15169 -0.38392
C 0.02913 -2.77965 -1.06505
C -1.12980 -3.10718 -0.37677
C -1.27960 -2.75686 0.95746
H -1.41887 -1.56881 3.39923
H 0.26478 -1.01301 3.44287
H -0.11509 -2.70662 3.70313
H 1.79189 -1.51605 1.54353
H 2.03960 -2.07697 -0.85077
H 0.15539 -3.07279 -2.09889
H -1.90866 -3.66859 -0.87902
H -2.18507 -3.03522 1.48741
O 3.19063 0.92299 2.48876
C 2.23081 1.07977 1.79330
N 2.18636 0.87603 0.40316
C 3.47336 0.70326 -0.26833
C 3.20309 0.37536 -1.69799
C 4.19610 0.25037 -2.65103
C 3.83498 -0.01726 -3.95564
C 2.48530 -0.15271 -4.28601
C 1.55038 -0.00768 -3.29984
N 1.90377 0.24336 -2.01750
C 0.90396 1.54818 2.29078
C 0.74562 2.08486 3.54603
C -0.49194 2.61467 3.87543
C -1.50450 2.58883 2.92657
C -1.26169 2.01877 1.69389
N -0.07556 1.48377 1.37601
H 4.07414 -0.06364 0.22283
H 4.03641 1.63762 -0.21379
H 5.23269 0.37727 -2.36554
H 4.59413 -0.11115 -4.72153
H 2.17129 -0.34820 -5.30187
H 0.49233 -0.07526 -3.50727
H 1.59160 2.09974 4.22051
H -0.66038 3.06142 4.84749
H -2.47326 3.02176 3.13187
H -2.01967 2.00311 0.92644
C -4.48191 -1.53926 -1.13529
N -3.87121 -0.25219 -0.72387
C -4.77174 0.89151 -0.45075
C -2.59123 -0.10534 -0.73758
N -1.43176 0.00702 -0.77480
H -4.94601 -2.01563 -0.27502
H -3.72168 -2.18794 -1.55749
H -5.23327 -1.33197 -1.89315
H -5.63626 0.51114 0.08746
H -5.09171 1.34893 -1.38487
H -4.26875 1.62654 0.17166
Se -0.09642 2.65433 -1.65191
C 1.64083 3.26472 -1.64417
N 2.75201 3.57450 -1.66189
*
```

=====

No. 3
ORCA calculation (ωB97M-V/def2-TZVPD) on one molecule with the formula C10H14O2Si.

Properties
E_HOMO   -9.24 eV
HOMO-LUMO gap   9.419 eV
DFT total energy   -22571.1152 eV
SMILES string   C[Si](C)(C)Oc1ccccc1C=O

Geometry as ORCA input:
```
! wB97M-V def2-TZVPD RIJCOSX def2/J DEFGRID3
* xyz 0 1
O 1.75229 0.01638 2.95331
O 0.76899 0.76696 -0.71889
C 1.78605 0.06486 1.75785
C 0.87181 -2.89033 -1.07698
C 1.06264 -3.27578 0.25536
C 0.79886 -1.58086 -1.44052
C 1.31910 -2.31069 1.21245
C 0.98424 -0.56925 -0.46987
C 1.39734 -0.98398 0.82942
C -1.55154 0.50913 1.06176
C -1.88556 1.25741 -1.86135
C -0.38328 3.21132 0.06851
Si -0.71372 1.41283 -0.34986
H 2.23015 0.98243 1.32107
H 0.68711 -3.66319 -1.81299
H 0.97132 -4.31362 0.55368
H 0.58924 -1.37527 -2.46964
H 1.61498 -2.58281 2.23083
H -1.26804 -0.52482 1.10860
H -1.16965 0.96479 1.95423
H -2.60848 0.54720 0.95716
H -2.85951 1.54820 -1.58575
H -1.87853 0.26194 -2.23268
H -1.56777 1.90655 -2.68907
H -1.33695 3.72928 0.19141
H 0.18687 3.68152 -0.71666
H 0.20205 3.20981 0.96865
*
```

=====

- Look up the E_HOMO of the second one.
  -14.84 eV

=====

- Number 3 is which compound?
  C10H14O2Si

=====

- Which formula does entry 3 have?
  C10H14O2Si

=====

- Number 3 is which compound?
  C10H14O2Si